ORCA calculation (ωB97M-V/def2-TZVPD) on a 2-piece molecular cluster, C5H14N2O overall.

Calculated values
E_HOMO in eV: -8.23
SMILES: C/C(=C\N)CCN.O
E in eV: -10437.2446
HOMO-LUMO gap in eV: 8.9
E_LUMO in eV: 0.650

ORCA input file:
```
! wB97M-V def2-TZVPD RIJCOSX def2/J DEFGRID3
* xyz 0 1
C -0.06130 0.86597 -2.00007
C 0.76295 -0.16597 -1.25091
C 0.44781 -0.25672 0.19655
C -0.28738 -1.35816 0.65076
N -0.51962 -1.82765 1.97295
C 0.98051 0.86198 1.09395
N 0.58846 1.17200 -3.42262
H -1.09746 0.53237 -2.13939
H -0.12456 1.74947 -1.27496
H 0.68874 -1.22984 -1.72836
H 1.80226 0.02572 -1.43626
H -0.90187 -1.98874 -0.12624
H -1.12226 -2.79195 1.99321
H 0.28930 -2.19301 2.55452
H 1.68234 1.67829 0.35964
H 1.70003 0.52692 1.92876
H 0.13847 1.39735 1.58009
H -0.02955 1.83633 -3.93162
H 1.58844 1.30580 -3.30017
H -2.86928 0.11711 3.13091
H -1.58559 -0.58173 2.53992
O -2.07042 0.32445 2.60936
*
```



ORCA calculation (ωB97M-V/def2-TZVPD) on C3H2O3Sm as an isolated structure.

Calculated values
Expectation value of S²: 15.755
E_HOMO (spin up / spin down) in eV: -10.41 / -11.90
E in eV: -27177.2996
HOMO-LUMO gap (spin up / spin down) in eV: 6.5 / 7.2
E_LUMO (spin up / spin down) in eV: -3.910 / -4.706

ORCA input file:
```
! wB97M-V def2-TZVPD RIJCOSX def2/J DEFGRID3
* xyz 1 8
O -1.53876 0.31558 0.10798
C -1.60886 -1.14758 0.03951
C -0.32734 -1.50484 -0.03395
O 0.53367 -0.25346 -0.01508
C -0.32192 0.69991 0.04495
O 0.03914 1.92068 -0.09453
Sm 3.70309 -0.13704 0.16930
H 0.23429 -2.42699 -0.12058
H -0.71330 2.53374 -0.09762
*
```



ORCA calculation (ωB97M-V/def2-TZVPD) on C26H28N4SYb as an isolated structure.

Calculated values
Expectation value of S²: 0.751
E_HOMO (spin up / spin down) in eV: -10.12 / -10.13
E in eV: -75739.7221
HOMO-LUMO gap (spin up / spin down) in eV: 6.9 / 6.9
E_LUMO (spin up / spin down) in eV: -3.231 / -3.229

ORCA input file:
```
! wB97M-V def2-TZVPD RIJCOSX def2/J DEFGRID3
* xyz 1 2
Yb -0.06520 0.85315 0.20923
C 2.81228 1.63820 1.27318
N 2.11219 0.33258 1.16461
C 2.87934 -0.57551 0.28841
C 1.89334 -0.26084 2.48843
C 2.95349 -0.42891 3.36527
C 2.73265 -0.93477 4.63499
C 1.43518 -1.24561 5.02204
C 0.37477 -1.07777 4.14631
C 0.58629 -0.60710 2.84824
N -0.43119 -0.37777 1.90403
C -1.55057 -1.21481 1.76804
C -1.66700 -2.49754 2.31505
C -2.77776 -3.28724 2.06221
C -3.81080 -2.82763 1.25771
C -3.70138 -1.57010 0.68664
C -2.58614 -0.78199 0.91822
N -2.43594 0.52650 0.27361
C -3.05620 1.59094 1.09970
C -2.99722 0.57977 -1.09307
H 3.86335 1.50866 1.54039
H 2.32887 2.24744 2.03437
H 2.76234 2.16397 0.31991
H 3.88655 -0.73412 0.68066
H 2.95989 -0.14326 -0.71095
H 2.37322 -1.53851 0.23172
H 3.95764 -0.15740 3.06152
H 3.55923 -1.06563 5.31950
H 1.24468 -1.61550 6.02132
H -0.63314 -1.29768 4.47107
H -0.86967 -2.88755 2.93101
H -2.83188 -4.27719 2.49703
H -4.68260 -3.43751 1.06739
H -4.49544 -1.20581 0.04704
H -4.11963 1.38183 1.23514
H -2.93192 2.55539 0.60875
H -2.58113 1.61229 2.08065
H -4.08879 0.59295 -1.07935
H -2.66362 -0.28566 -1.66306
H -2.65316 1.49327 -1.57985
C -0.02281 -1.95133 -1.57628
C 0.33001 -0.82839 -2.50881
C 0.66494 -1.11365 -3.84413
C 0.97331 -0.08273 -4.67844
C 0.94364 1.25228 -4.21608
C 1.25074 2.33662 -5.06783
C 1.19910 3.60564 -4.57414
C 0.83496 3.83337 -3.23246
C 0.52385 2.81213 -2.36575
S 0.03651 3.25285 -0.70948
C 0.59149 1.48142 -2.87154
N 0.30720 0.40862 -2.04178
H -0.92392 -2.46477 -1.91631
H -0.22511 -1.62444 -0.55269
H 0.77879 -2.68895 -1.52827
H 0.67425 -2.14038 -4.18331
H 1.24027 -0.27140 -5.71196
H 1.52019 2.14093 -6.09776
H 1.43173 4.44990 -5.20940
H 0.78591 4.84879 -2.86074
*
```



ORCA calculation (ωB97M-V/def2-TZVPD) on C4H7NS2 in the gas phase.

Calculated values
E_HOMO in eV: -8.86
SMILES: C[C@H]1CN1C(=S)S
E in eV: -27418.5371
HOMO-LUMO gap in eV: 8.6
E_LUMO in eV: -0.285

ORCA input file:
```
! wB97M-V def2-TZVPD RIJCOSX def2/J DEFGRID3
* xyz 0 1
C 0.39756 -2.42044 0.38349
C 1.03889 -0.05493 -1.08824
C -0.39895 -0.14848 -0.80318
C -1.17968 1.00639 -0.42632
N 0.56105 -0.63224 0.11890
S -1.02106 -3.15421 0.42041
S 1.90803 -3.15551 0.50728
H 1.41677 -0.76964 -1.96117
H 1.74767 0.86565 -0.87149
H -0.96582 -0.94177 -1.38098
H -0.37694 1.71716 -0.01285
H -1.93770 0.72649 0.36926
H -1.70742 1.31338 -1.29821
H 1.36674 -4.40777 0.24919
*
```



ORCA calculation (ωB97M-V/def2-TZVPD) on C43H64BCl3F4N5O3SiTi as an isolated structure.

Calculated values
Expectation value of S²: 0.756
E_HOMO (spin up / spin down) in eV: -7.63 / -8.14
E in eV: -139333.4819
HOMO-LUMO gap (spin up / spin down) in eV: 6.8 / 6.8
E_LUMO (spin up / spin down) in eV: -0.848 / -1.345

ORCA input file:
```
! wB97M-V def2-TZVPD RIJCOSX def2/J DEFGRID3
* xyz 0 2
Ti -0.76360 0.20505 -0.07313
C -3.78181 4.00996 1.91379
C -3.11824 3.50816 0.62937
N -1.91174 4.20656 0.19719
C -2.17879 5.57032 -0.24970
C -1.07203 6.13561 -1.12983
C -0.79179 4.13265 1.11820
C 0.13348 2.91208 1.00014
N -0.45798 1.60431 1.33911
C -0.88306 1.46473 2.64292
C -1.60981 0.31840 2.93936
F -1.71158 -0.56940 1.91317
C -2.11967 -0.01219 4.16541
F -2.78456 -1.16684 4.30605
C -1.93025 0.83489 5.24076
C -1.17289 1.96235 5.00230
F -0.90682 2.79894 6.01372
C -0.64946 2.27819 3.75680
F 0.14319 3.36487 3.69741
H -4.71064 3.46265 2.08398
H -3.14982 3.86015 2.79072
H -4.02578 5.07128 1.84639
H -2.88183 2.44652 0.74002
H -3.83750 3.58177 -0.19188
H -3.10594 5.53893 -0.82511
H -2.35067 6.25815 0.59496
H -0.74283 5.39125 -1.85107
H -1.43612 7.00464 -1.67969
H -0.20341 6.45723 -0.55291
H -0.15283 4.99669 0.92979
H -1.12451 4.22444 2.15886
H 0.52326 2.85265 -0.01312
H 0.99246 3.08992 1.65120
H -2.32611 0.61479 6.22036
O 0.37052 -0.00159 -3.39549
H 0.70054 0.73119 -3.92807
H -0.47844 -0.20583 -3.82671
O 0.98649 -0.58483 2.62679
H 1.86789 -0.30902 2.34885
H 1.08987 -1.43714 3.06275
Cl -3.76250 3.08513 -3.70117
C -2.14276 2.51340 -3.68795
Cl -2.32750 0.28936 -4.76523
Cl -1.03416 3.27787 -4.75828
C -1.65531 2.07435 -2.46511
N -1.21648 1.60655 -1.50004
C -1.46056 -2.64432 -3.97938
C -0.19686 -3.19129 -3.31418
C 0.51108 -4.18348 -4.24037
C -0.51862 -3.83327 -1.98144
C -1.39666 -4.91209 -1.93771
C -1.70208 -5.54235 -0.74570
C -1.10145 -5.11707 0.42703
C -0.19901 -4.05929 0.42461
C 0.55594 -3.72781 1.69592
C -0.37029 -3.56268 2.90267
C 1.61849 -4.79616 1.97120
C 0.05971 -3.40037 -0.78498
N 1.04901 -2.35727 -0.80562
B 1.04514 -0.96780 -0.39480
N 2.45395 -0.60631 -0.42087
C 3.18018 -1.69370 -0.90534
C 2.35230 -2.72800 -1.12263
C 3.16494 0.54092 0.06788
C 3.86335 0.44114 1.28567
C 4.49163 1.57848 1.78448
C 4.47535 2.77254 1.08584
C 3.89191 2.81882 -0.16710
C 3.25036 1.70770 -0.70544
C 2.84664 1.71266 -2.16657
C 2.03748 2.93681 -2.58652
C 4.11743 1.61902 -3.02138
C 4.08985 -0.87957 2.01115
C 5.48099 -1.42554 1.65714
C 3.99041 -0.76386 3.54006
H -1.22151 -2.14552 -4.91967
H -1.96760 -1.92324 -3.33531
H -2.16842 -3.44680 -4.20264
H 0.47482 -2.35417 -3.13648
H -0.16286 -4.98801 -4.54404
H 1.37697 -4.63704 -3.75418
H 0.85457 -3.67582 -5.14340
H -1.84749 -5.26379 -2.85802
H -2.39774 -6.37204 -0.73103
H -1.31851 -5.63132 1.35561
H 1.07501 -2.78677 1.52083
H -0.78705 -4.52210 3.21450
H -1.20109 -2.89204 2.68293
H 0.17496 -3.16840 3.76647
H 1.15104 -5.77093 2.12706
H 2.19296 -4.54923 2.86783
H 2.31292 -4.88375 1.13426
H 4.23999 -1.62725 -1.07829
H 2.57990 -3.71741 -1.48486
H 5.01976 1.51973 2.72813
H 4.96090 3.64915 1.49521
H 3.96137 3.72783 -0.75157
H 2.25699 0.81810 -2.34907
H 2.54547 3.86755 -2.32593
H 1.05130 2.95582 -2.12991
H 1.90311 2.94068 -3.66895
H 4.70848 2.53405 -2.93455
H 3.86046 1.47871 -4.07320
H 4.74483 0.78262 -2.70881
H 3.35988 -1.61050 1.65357
H 6.24677 -0.68943 1.90954
H 5.57240 -1.65661 0.59801
H 5.68327 -2.33783 2.22201
H 4.92707 -0.39332 3.96051
H 3.81224 -1.74790 3.97738
H 3.19600 -0.09272 3.87029
C -4.40462 0.06343 -1.84950
Si -3.69154 -1.14038 -0.63104
C -4.45734 -0.79131 1.03582
C -4.13301 -2.87727 -1.09745
O -2.02319 -0.91959 -0.57786
H -5.49536 -0.00891 -1.83014
H -4.06720 -0.12893 -2.87142
H -4.13548 1.09395 -1.60475
H -5.54441 -0.82604 0.92708
H -4.19638 0.19785 1.42291
H -4.17047 -1.53244 1.78451
H -5.22297 -2.96391 -1.06935
H -3.71180 -3.60421 -0.40098
H -3.79650 -3.13762 -2.10153
*
```



ORCA calculation (ωB97M-V/def2-TZVPD) on C18H29NO3 in the gas phase.

Calculated values
E_HOMO in eV: -7.98
SMILES: CCCCOc1ccc([C@](C)(O)CCN2CCOCC2)cc1
E in eV: -26768.7780
HOMO-LUMO gap in eV: 8.8
E_LUMO in eV: 0.844

ORCA input file:
```
! wB97M-V def2-TZVPD RIJCOSX def2/J DEFGRID3
* xyz 0 1
C 5.19737 1.72365 -2.22185
C 5.40943 0.21647 -2.13223
C 4.54067 -0.45071 -1.06770
C 3.05166 -0.40256 -1.39580
O 2.37979 -1.17574 -0.42190
C 1.01956 -1.22402 -0.44639
C 0.41489 -1.91784 0.60222
C -0.95734 -2.00875 0.69089
C -1.77223 -1.41066 -0.26314
C -1.16410 -0.74128 -1.31493
C 0.21200 -0.64159 -1.41606
H 0.63966 -0.10915 -2.25190
H -1.78342 -0.28704 -2.07441
C -3.28999 -1.45826 -0.21205
C -3.81880 -2.62407 0.63137
H -3.64218 -2.46253 1.68980
H -3.34445 -3.55743 0.33237
H -4.89157 -2.71209 0.47064
O -3.81364 -1.58174 -1.53404
H -3.49197 -2.40844 -1.91040
C -3.85278 -0.11369 0.29290
H -4.92575 -0.23926 0.44854
H -3.72377 0.60639 -0.51419
C -3.22640 0.41924 1.57969
N -1.86091 0.87838 1.40298
C -1.12359 0.93590 2.65141
C 0.33111 1.30500 2.36156
H 0.89284 1.41632 3.29086
O 0.42844 2.54021 1.69157
C -0.30382 2.49978 0.48981
C -1.77315 2.16583 0.74024
H -2.29392 2.11891 -0.21617
H -2.22915 2.96554 1.35425
H -0.20298 3.48767 0.03614
H 0.11962 1.73670 -0.17972
H 0.78152 0.51092 1.74932
H -1.15291 -0.04646 3.12718
H -1.55526 1.68185 3.34466
H -3.21159 -0.37570 2.32865
H -3.86987 1.22906 1.97039
H -1.38514 -2.54728 1.52113
H 1.05082 -2.37547 1.34438
H 2.68343 0.63128 -1.37022
H 2.87506 -0.81728 -2.39902
H 4.70131 0.02941 -0.10102
H 4.82546 -1.50000 -0.96910
H 5.20498 -0.23874 -3.10412
H 6.45626 0.02133 -1.89032
H 4.19363 1.95932 -2.56551
H 5.34585 2.18679 -1.24913
H 5.90530 2.16184 -2.92163
*
```



ORCA calculation (ωB97M-V/def2-TZVPD) on a 2-piece molecular cluster, C3H8N2O2 overall.

Calculated values
Expectation value of S²: 0.754
E_HOMO (spin up / spin down) in eV: -15.30 / -15.24
E in eV: -10307.9893
HOMO-LUMO gap (spin up / spin down) in eV: 12.3 / 7.6
E_LUMO (spin up / spin down) in eV: -2.995 / -7.625

ORCA input file:
```
! wB97M-V def2-TZVPD RIJCOSX def2/J DEFGRID3
* xyz 1 2
N 0.89279 -0.47708 0.96312
C 0.69368 -1.54500 1.66254
N 0.60989 -1.61604 2.96462
H 0.76951 0.41613 1.42190
H 0.59484 -0.45276 -0.12674
H 0.61063 -2.48280 1.13016
H 0.19724 -2.44426 3.36526
H 0.48977 -0.77390 3.51137
O -0.57988 1.76420 -0.43065
C -0.55322 0.93881 -1.40009
O 0.02939 -0.13179 -1.37283
C -1.31089 1.37185 -2.63802
H -0.59799 1.40864 -3.45962
H -2.05897 0.60707 -2.83427
H -1.80498 2.33107 -2.49838
*
```



ORCA calculation (ωB97M-V/def2-TZVPD) on C30H31GeN4O2RuS2 as an isolated structure.

Calculated values
Expectation value of S²: 0.757
E_HOMO (spin up / spin down) in eV: -8.14 / -8.37
E in eV: -122437.2781
HOMO-LUMO gap (spin up / spin down) in eV: 6.9 / 6.8
E_LUMO (spin up / spin down) in eV: -1.255 / -1.553

ORCA input file:
```
! wB97M-V def2-TZVPD RIJCOSX def2/J DEFGRID3
* xyz 0 2
Ru -0.28716 0.18546 -1.17920
O -0.57325 -0.43595 0.66771
C -1.61843 -0.09735 1.40388
C -1.84609 -0.86061 2.56447
C -2.88221 -0.56832 3.41826
C -3.73729 0.50903 3.16063
C -3.52613 1.27093 2.03980
C -2.48124 0.99375 1.13642
C -2.35381 1.88029 0.00534
N -1.51335 1.72498 -0.95423
N -1.50562 2.66790 -1.97600
C -0.63521 2.33465 -2.88436
O 0.13596 1.28490 -2.80294
C -0.48665 3.19184 -4.08336
C 0.40683 2.82049 -5.08229
C 0.55326 3.61394 -6.21004
C -0.18975 4.77760 -6.34287
C -1.08339 5.14947 -5.34604
C -1.23399 4.36008 -4.21880
H -1.17550 -1.68961 2.75253
H -3.03554 -1.18016 4.29823
H -4.55096 0.73758 3.83458
H -4.17481 2.11228 1.82509
H -3.00948 2.74504 -0.05261
H 0.97528 1.90814 -4.96719
H 1.24697 3.32133 -6.98734
H -0.07493 5.39565 -7.22405
H -1.66483 6.05614 -5.45014
H -1.92790 4.63531 -3.43713
S -2.03550 -0.97210 -1.98812
C -1.60887 -2.59843 -1.49964
C -2.60365 -3.54721 -1.28568
C -2.27294 -4.84599 -0.92929
C -3.32133 -5.79861 -0.69311
N -4.17436 -6.54624 -0.51303
C -0.92561 -5.21036 -0.78874
C 0.06658 -4.26474 -1.00730
C -0.26818 -2.96177 -1.35233
S 0.99192 -1.80700 -1.77091
C -0.55624 -6.54381 -0.40672
N -0.24386 -7.60219 -0.08763
H -3.64415 -3.26793 -1.38475
H 1.10620 -4.54604 -0.90685
C 1.89608 2.21912 3.79932
C 2.39457 2.11989 2.36394
C 1.24245 2.09977 1.36429
C 1.68600 1.87083 -0.08169
Ge 2.22882 0.03305 -0.64002
C 3.10928 -1.05698 0.71007
C 2.18921 -1.52380 1.83736
C 2.91924 -2.34670 2.89144
C 1.97721 -2.82661 3.98832
H 2.72219 2.24752 4.51004
H 1.26508 1.36302 4.04999
H 1.29822 3.12115 3.94376
H 2.99949 1.21591 2.25194
H 3.05629 2.96154 2.13703
H 0.71583 3.05740 1.41760
H 0.52124 1.33938 1.66462
H 2.66085 2.34566 -0.27177
H 1.02060 2.35058 -0.79915
H 2.96186 0.05250 -1.98427
H 3.95589 -0.48632 1.10647
H 3.52324 -1.91146 0.17169
H 1.37368 -2.11326 1.40813
H 1.70725 -0.66808 2.31984
H 3.72395 -1.74586 3.32744
H 3.40075 -3.20440 2.41190
H 1.49860 -1.98118 4.48810
H 2.50353 -3.40771 4.74571
H 1.18784 -3.45738 3.57364
*
```



ORCA calculation (ωB97M-V/def2-TZVPD) on C20H26GeIrN4O2S4Se as an isolated structure.

Calculated values
E_HOMO (spin up / spin down) in eV: -9.83 / -9.82
E in eV: -199250.6988
HOMO-LUMO gap (spin up / spin down) in eV: 5.0 / 4.8
E_LUMO (spin up / spin down) in eV: -4.804 / -5.034

ORCA input file:
```
! wB97M-V def2-TZVPD RIJCOSX def2/J DEFGRID3
* xyz 1 1
Ir -0.88361 1.53943 0.31689
C -5.60821 -0.85287 0.27709
S -5.16981 -0.03817 1.83629
C -3.73131 0.80613 1.39009
S -3.01691 0.57463 -0.20111
N -3.24781 1.64833 2.24329
N -2.11641 2.24763 1.95689
C -1.79811 3.40843 2.45379
C -0.63371 4.06743 1.94289
C -0.05921 5.19003 2.55089
C 0.98989 5.82883 1.91909
C 1.44099 5.34713 0.69439
C 0.83739 4.22113 0.15829
N -0.16461 3.59513 0.76109
H -6.62481 -1.21137 0.38939
H -4.92621 -1.68327 0.09979
H -5.54821 -0.13787 -0.53601
H -2.44671 3.89723 3.16999
H -0.44071 5.52413 3.50449
H 1.45379 6.69653 2.36339
H 2.25459 5.82343 0.17279
H 1.15919 3.81953 -0.79261
O 2.91029 2.12133 -1.43271
S 2.84539 1.74613 -0.05721
O 3.09559 2.75533 0.92559
N 1.33069 1.07653 0.26679
C 1.46309 -0.09867 0.82629
S 0.05819 -0.78377 1.48189
C 2.80499 -0.65387 0.85959
C 3.22019 -1.89287 1.33159
C 4.57649 -2.18477 1.29959
C 5.49199 -1.27457 0.78939
C 5.07659 -0.03677 0.30339
C 3.73529 0.24673 0.34619
H 2.50709 -2.59947 1.72959
H 4.92799 -3.12937 1.68899
H 6.54439 -1.51007 0.77839
H 5.78359 0.68073 -0.07961
C 0.99319 -2.99667 -1.83881
Ge -0.69341 -2.21267 -2.53601
C -1.18321 -2.86627 -4.33811
C -0.67161 -0.23437 -2.57881
C -2.26791 -2.83957 -1.38261
Se -2.30201 -2.48867 0.51449
C -1.28831 -4.03077 1.10379
H 1.80479 -2.75867 -2.52121
H 0.92829 -4.07937 -1.76671
H 1.24349 -2.58747 -0.86411
H -0.50101 -2.43707 -5.06531
H -2.19091 -2.55567 -4.59681
H -1.12701 -3.94657 -4.41831
H 0.03649 0.10693 -3.32911
H -0.38661 0.21503 -1.61831
H -1.65721 0.13373 -2.85111
H -2.35771 -3.91917 -1.50491
H -3.15341 -2.35387 -1.79251
H -0.33291 -4.04357 0.59019
H -1.84481 -4.93927 0.89099
H -1.13981 -3.94037 2.17429
*
```



Relative energy (zero: lowest compared OMol25 entry of this formula, charge and spin)
In order: 3.783, 3.477, 0.000, 3.309, 1.176, 2.214, 0.084, 0.452, 5.228
Unit: eV
Largest force on an atom
In order: 4.309, 1.963, 0.982, 5.280, 0.877, 0.417, 1.610, 0.662, 3.541
Unit: eV/A